No. 1
Here is an isolated molecule of HNO2S2 from the Open Molecules 2025 dataset. Energies are from ωB97M-V/def2-TZVPD.

```
6
Properties=species:S:1:pos:R:3:forces:R:3
N 0.68613 0.36007 -0.48330 1.33 2.31 -0.81
O -2.92482 0.21656 -0.33100 0.01 -0.06 -0.14
O 1.84031 0.50281 0.21994 1.32 -3.94 1.00
S -0.17149 -0.96492 -0.25792 -0.93 -1.86 0.38
S -1.62197 0.37851 0.32054 -0.50 0.05 0.42
H 2.19183 -0.49303 0.53174 -1.22 3.51 -0.86
```
Forces are in eV/Å.

Computed properties:
HOMO energy (spin up / spin down), Eh: -0.334 / -0.338
Orbital gap (spin up / spin down), eV: 7.78 / 8.10
Total energy, Eh: -1002.051833
Molar mass, g mol⁻¹: 111.1
Energy relative to the best compared isomer or geometry (same formula, charge and spin), kcal per mole: 48.3

natural (NBO) atomic charge list, values in e, 5 entries: -0.329 -0.804 -0.487 0.283 0.899

***

No. 2
Here is an isolated molecule of HNO4S from the Open Molecules 2025 dataset. Energies are from ωB97M-V/def2-TZVPD.

```
7
Properties=species:S:1:pos:R:3:forces:R:3
N 1.57595 0.76446 -0.27301 -0.86 2.10 -0.91
O -1.51139 0.07202 1.36858 -0.28 0.78 2.22
O -1.46106 -0.18146 -1.04749 0.25 -0.18 1.05
O 0.43668 1.18512 -0.14870 2.01 -0.11 0.90
O 0.27854 -1.27022 0.26638 -0.89 0.13 0.85
S -0.80937 -0.31216 0.23347 -0.39 -1.97 -4.66
H 1.49065 -0.25776 -0.39924 0.16 -0.75 0.55
```
Forces are in eV/Å.

Computed properties:
HOMO energy, Eh: -0.427
Orbital gap, eV: 8.89
Total energy, Eh: -754.362479
Molar mass, g mol⁻¹: 111.1
Energy relative to the best compared isomer or geometry (same formula, charge and spin), kcal per mole: 18.8

natural (NBO) atomic charge list, values in e, 5 entries: 0.113 -0.846 -0.898 -0.255 -0.927